DFT (ωB97M-V/def2-TZVPD) results for C35H42AsBFeN11OS3Se2 as an isolated structure.

The molar mass comes out at 1028.50 g/mol. For the energy relative to the best compared isomer or geometry (same formula, charge and spin), the calculation gives 393.5 kJ/mol. The calculation puts the total energy at -314512.253 eV. The net charge is +1. The LUMO energy (alpha / beta) comes out at -3.23 / -3.23 eV. The HOMO energy (alpha / beta) comes out at -9.24 / -9.09 eV. Its spin multiplicity is 5.

Last column: Löwdin spin population.
Cartesian coordinates (Å):
Fe: -0.55702 0.67208 -0.07372  3.684
C: 1.34722 0.39078 -3.29677  0.001
N: 2.41939 -0.01183 -2.40234  0.001
C: 3.04516 -1.22740 -2.41003  0.002
C: 3.85833 -1.25753 -1.32303  0.002
N: 3.71835 -0.07379 -0.65601  0.002
B: 4.39522 0.31873 0.70696  0.000
N: 3.21895 0.61312 1.72155  0.000
C: 3.11232 1.77698 2.43480  0.000
C: 2.07813 1.64582 3.30448  0.000
N: 1.55941 0.38998 3.10696  0.000
C: 0.49619 -0.22583 3.88699  0.000
C: 2.26417 -0.21404 2.13321  0.004
S: 1.89164 -1.78602 1.47838  0.022
C: 2.81184 0.65857 -1.30401  0.002
S: 2.47275 2.31905 -0.93849  0.024
H: 1.50487 -0.07744 -4.26458  0.000
H: 1.35609 1.47613 -3.39407  0.002
H: 0.39112 0.06489 -2.88416  0.000
H: 2.85693 -1.95982 -3.17324  0.000
H: 4.52793 -2.02111 -0.97254  0.000
H: 4.99468 1.35327 0.60100  0.000
H: 5.06003 -0.61288 1.07236  0.000
H: 3.77639 2.60236 2.25698  0.000
H: 1.67386 2.32420 4.03300  0.000
H: 0.06089 0.54502 4.51748  0.000
H: 0.90025 -1.02519 4.50581  0.000
H: -0.25964 -0.62408 3.21679  0.000
Se: -7.41135 0.30839 -3.98429  0.000
N: -6.04893 1.45316 -3.99924  0.000
C: -5.13972 0.97558 -3.19068  0.000
C: -3.85575 1.63375 -2.93985  0.000
C: -3.48093 2.81610 -3.58146  0.001
C: -2.23754 3.33600 -3.32392  0.000
C: -1.40475 2.68156 -2.41757  0.002
N: -1.75352 1.57251 -1.77594  0.031
C: -2.96747 1.04888 -2.04645  0.003
C: -3.30800 -0.20413 -1.36082  0.001
N: -2.40094 -0.65125 -0.48763  0.031
C: -2.64284 -1.78437 0.15887  0.001
C: -3.80775 -2.52467 -0.03907  0.001
C: -4.75061 -2.06265 -0.93054  -0.003
C: -4.50527 -0.86968 -1.60850  0.001
C: -5.45761 -0.26952 -2.54227  0.000
N: -6.62174 -0.79094 -2.82766  0.001
H: -4.16745 3.28267 -4.27544  0.000
H: -1.88004 4.23315 -3.80923  0.000
H: -0.41137 3.05178 -2.23727  -0.002
H: -1.86669 -2.12569 0.83260  0.001
H: -3.94864 -3.45106 0.50054  0.000
H: -5.67325 -2.59630 -1.11748  0.000
Se: 1.79711 4.45853 -2.95237  0.195
N: 0.89945 2.29523 -0.29723  -0.018
C: 0.50434 3.53763 0.12884  -0.025
C: -0.38917 3.53986 1.23608  0.005
C: -0.74773 4.66419 1.91998  -0.027
C: -0.20112 5.91495 1.57048  0.004
C: 0.66225 5.96491 0.52191  -0.016
C: 0.97849 4.83543 -0.29821  -0.004
N: 1.69136 5.22591 -1.38838  -0.067
H: -0.68033 2.57275 1.61123  0.001
H: -1.39778 4.58362 2.78342  -0.002
H: -0.44262 6.80338 2.13585  0.001
H: 1.11550 6.89698 0.21265  0.000
C: -1.72904 -5.28803 3.10214  0.000
As: -0.96191 -5.01918 1.31694  0.001
C: 0.59823 -6.17176 1.56253  0.000
C: -2.07466 -6.32654 0.37387  0.000
S: 0.55853 -1.33591 -0.07359  0.091
H: -1.84579 -6.35004 3.31886  0.000
H: -2.70217 -4.80192 3.17869  0.000
H: -1.06433 -4.84654 3.84495  0.000
H: 0.29757 -7.13840 1.96681  0.000
H: 1.30306 -5.69860 2.24507  0.000
H: 1.09378 -6.32222 0.60423  0.000
H: -2.10277 -7.27045 0.91837  0.000
H: -1.65655 -6.49883 -0.61759  0.000
H: -3.09138 -5.95252 0.25484  0.000
O: -1.63892 0.71626 1.84852  0.035
C: -2.50650 1.41048 2.38400  0.003
C: -3.49260 2.25692 1.64576  0.001
C: -4.76615 1.37923 1.53000  0.000
C: -5.30580 0.73478 2.81964  0.000
C: -4.47378 -0.44290 3.36409  0.000
C: -3.22285 -0.03133 4.16332  0.000
N: -2.75218 1.29834 3.72759  0.001
H: -3.12127 2.54697 0.66324  0.001
H: -3.71353 3.16299 2.21456  0.000
H: -4.56083 0.57239 0.82749  0.000
H: -5.54600 1.99717 1.08220  0.000
H: -6.29904 0.35155 2.58122  0.000
H: -5.46602 1.49038 3.59621  0.000
H: -4.17757 -1.07044 2.51937  0.000
H: -5.10419 -1.06259 4.00285  0.000
H: -2.42033 -0.75194 4.03387  0.000
H: -3.43701 0.04100 5.22787  0.000
H: -3.39959 2.01130 4.03681  0.000


DFT (ωB97M-V/def2-TZVPD) results for an isolated ion of composition C4H10N4 and charge +2 at a distorted geometry.

The molar mass comes out at 114.15 g/mol. For the energy relative to the best compared isomer or geometry (same formula, charge and spin), the calculation gives 551.2 kJ/mol. The calculation puts the total energy at -10247.628 eV. The net charge is +2. The LUMO energy comes out at -10.78 eV. The HOMO energy comes out at -19.68 eV. Its SMILES is C[N+]1(C)N=CNC1=[NH2+].

Last column: natural (NBO) charge in e.
Cartesian coordinates (Å):
C: -0.39862 -0.27162 1.59373  -0.481
N: -0.47881 0.04402 0.19568  -0.156
C: -1.33794 1.22571 -0.27417  -0.411
N: -1.04995 -0.99119 -0.62563  -0.262
C: -0.28067 -1.55965 -1.43376  0.254
N: 0.95808 -1.07340 -1.56612  -0.511
C: 0.94056 0.19203 -0.33836  0.775
N: 1.87944 0.85991 0.22087  -0.646
H: -1.19481 -1.01039 1.92999  0.326
H: 0.52356 -0.68670 1.86210  0.242
H: -0.40049 0.61142 2.31292  0.278
H: -1.48810 1.29871 -1.41407  0.301
H: -2.37854 1.15369 0.11557  0.301
H: -0.88875 1.99430 0.28766  0.220
H: -0.85160 -2.22996 -2.09202  0.321
H: 1.76968 -1.56604 -1.86419  0.474
H: 2.79075 0.77475 -0.12054  0.473
H: 1.88621 1.23441 1.21032  0.500